The following is a DFT calculation (wB97M-V/def2-TZVPD) of 2 unconnected molecules or ions with the total composition CF2O2 at a distorted geometry.

Calculated values
LUMO energy (spin up / spin down) = -0.7 / -1.8 eV
ΔE to the lowest compared entry with this formula, charge and spin = 4.172 eV
Calculated total energy = -10559.200 eV
HOMO energy (spin up / spin down) = -11.64 / -9.26 eV
Max |F| = 5.05 eV Å⁻¹

Structure (XYZ):
```
5
Properties=species:S:1:pos:R:3:forces:R:3
C -0.37528 0.38044 0.92945 -2.6 -0.5 -4.3
O -0.03325 -0.68703 -1.61468 -3.2 0.6 0.6
O 0.55742 -0.03016 1.41637 2.3 -0.1 2.8
F -1.37052 1.23458 1.06378 0.4 0.4 1.2
F 1.22163 -0.89784 -1.79492 3.0 -0.5 -0.3
```
Forces are in eV/Å.

***

The following is a DFT calculation (wB97M-V/def2-TZVPD) of 2 unconnected molecules or ions with the total composition CF3I2P at a distorted geometry.

Calculated values
LUMO energy = -1.0 eV
ΔE to the lowest compared entry with this formula, charge and spin = 1.652 eV
Calculated total energy = -34678.927 eV
HOMO energy = -9.16 eV
Max |F| = 4.17 eV Å⁻¹

Structure (XYZ):
```
7
Properties=species:S:1:pos:R:3:forces:R:3
C 1.05822 0.05266 0.06283 -3.2 2.7 -0.3
F 1.56314 1.31712 -0.01646 -0.4 -0.9 -0.2
F 1.06337 -0.27824 1.33463 -0.2 -0.4 0.2
F 1.74581 -0.75642 -0.64144 1.2 -1.2 -1.0
P -1.26510 0.06572 -1.01984 2.3 0.0 1.6
I -1.82720 -2.16405 -0.13955 0.0 0.6 -0.1
I -2.33824 1.76322 0.41982 0.3 -0.6 -0.2
```
Forces are in eV/Å.